ORCA calculation (ωB97M-V/def2-TZVPD) on a molecular structure, C38H43CuF3N2O5P2S2Sb.

Summary:
<S²>   0.75
HOMO (alpha / beta)   -5.63 / -5.57 eV
Total charge   -1
Spin multiplicity   2
LUMO (alpha / beta)   1.672 / 1.507 eV
HOMO-LUMO gap (alpha / beta)   7.3 / 7.1 eV

Each line ends with the Mulliken spin population.
Positions of all 97 atoms, in Å:
1 Cu -0.89544 -2.60508 0.12768  0.605
2 C -0.12806 2.11033 0.35351  0.003
3 P -0.85087 0.53829 0.99751  -0.005
4 C -2.58970 0.85845 0.43829  0.007
5 N -3.26340 1.83240 0.98203  0.000
6 C -4.54178 2.04653 0.56388  0.001
7 C -5.31126 3.07046 1.15896  -0.001
8 C -6.59142 3.29150 0.73565  0.001
9 C -7.15175 2.50348 -0.29524  -0.001
10 C -6.42164 1.50995 -0.88422  0.001
11 C -5.09682 1.26562 -0.45971  -0.001
12 N -4.37365 0.27524 -1.04959  0.002
13 C -3.17110 0.04654 -0.60963  0.010
14 P -2.23175 -1.36170 -1.36172  0.041
15 C -1.00596 -0.53082 -2.42487  0.008
16 C -3.40511 -2.22334 -2.52570  0.012
17 C -4.52987 -2.85374 -1.69834  0.006
18 C -2.60764 -3.34975 -3.19897  0.006
19 C -3.97052 -1.32261 -3.62524  -0.001
20 C -0.87200 0.86370 2.84873  0.007
21 C -1.07146 2.32025 3.26424  0.001
22 C 0.50723 0.39304 3.32910  0.000
23 C -1.93100 -0.02295 3.50047  -0.001
24 H -0.74751 2.97077 0.60854  0.000
25 H -0.02360 2.04508 -0.72980  0.000
26 H 0.86937 2.23919 0.77978  0.000
27 H -4.85704 3.65701 1.94716  0.000
28 H -7.18569 4.07343 1.19098  0.000
29 H -8.16876 2.69089 -0.61523  0.000
30 H -6.82866 0.88750 -1.67066  0.000
31 H -1.45047 0.18377 -3.11668  0.001
32 H -0.44540 -1.30044 -2.95743  0.002
33 H -0.27141 -0.03565 -1.78732  0.004
34 H -4.12325 -3.56230 -0.97502  -0.001
35 H -5.19847 -3.39609 -2.37399  0.000
36 H -5.10549 -2.11226 -1.14926  0.000
37 H -2.12154 -4.00786 -2.48384  -0.005
38 H -1.83225 -2.96045 -3.86151  -0.001
39 H -3.30131 -3.93714 -3.80740  0.000
40 H -4.61739 -0.54728 -3.22627  0.001
41 H -4.55189 -1.94810 -4.31017  0.000
42 H -3.17503 -0.85955 -4.21201  0.000
43 H -0.28357 2.96622 2.87230  0.000
44 H -1.02358 2.37858 4.35654  0.000
45 H -2.03563 2.70319 2.93515  0.000
46 H 1.31329 0.97804 2.88548  -0.001
47 H 0.67671 -0.65726 3.08186  0.000
48 H 0.57139 0.50936 4.41558  0.000
49 H -2.93971 0.20855 3.15987  0.000
50 H -1.89094 0.12108 4.58508  0.000
51 H -1.71950 -1.07071 3.29201  0.000
52 O 1.72362 -2.42921 -2.17682  -0.001
53 S 1.35934 -3.44729 -1.20682  -0.014
54 O 2.13874 -4.65665 -1.26925  0.005
55 O -0.14100 -3.73105 -1.30310  0.106
56 S 1.36909 -2.64924 0.68884  0.139
57 C -3.68508 -3.23950 3.21471  0.009
58 C -3.10403 -2.59770 1.96814  -0.009
59 O -3.79316 -1.83727 1.28895  0.001
60 O -1.87181 -2.89515 1.74896  0.064
61 H -4.76683 -3.31519 3.12760  0.001
62 H -3.45079 -2.59754 4.06665  -0.001
63 H -3.23690 -4.21450 3.39349  -0.001
64 F 4.33566 1.54326 5.14289  0.000
65 C 4.07237 1.24758 3.84692  0.000
66 C 3.81839 2.27969 2.96817  0.000
67 C 3.54134 1.96147 1.64441  0.000
68 C 3.51632 0.63922 1.19822  -0.001
69 C 3.78051 -0.36725 2.12368  0.000
70 C 4.06311 -0.07342 3.45176  0.002
71 Sb 2.91654 0.22468 -0.84104  -0.006
72 C 3.90835 2.03300 -1.52023  0.000
73 C 5.20288 2.38860 -1.13372  0.000
74 C 5.77906 3.58085 -1.54280  0.000
75 C 5.03755 4.42465 -2.34935  0.000
76 F 5.59370 5.59320 -2.75045  0.000
77 C 3.75905 4.12075 -2.75856  0.000
78 C 3.20490 2.91514 -2.33377  0.000
79 C 4.56852 -1.05288 -1.34521  0.004
80 C 4.70148 -2.33108 -0.80724  0.000
81 C 5.73596 -3.17167 -1.19129  0.003
82 C 6.63342 -2.71991 -2.13484  0.000
83 F 7.65323 -3.52920 -2.51363  0.000
84 C 6.52433 -1.47613 -2.71843  0.000
85 C 5.48208 -0.64939 -2.31773  0.000
86 H 3.83403 3.30350 3.31804  0.000
87 H 3.34807 2.77395 0.95250  0.000
88 H 3.75216 -1.40586 1.82177  -0.003
89 H 4.26246 -0.85371 4.17416  0.000
90 H 5.77461 1.72085 -0.49911  0.000
91 H 6.78093 3.86385 -1.24794  0.000
92 H 3.21695 4.81078 -3.39128  0.000
93 H 2.19745 2.66653 -2.65050  0.000
94 H 3.97456 -2.71128 -0.09991  0.000
95 H 5.82761 -4.17018 -0.78662  0.000
96 H 7.23821 -1.16850 -3.47109  0.000
97 H 5.39532 0.32583 -2.77972  0.000


ORCA calculation (ωB97M-V/def2-TZVPD) on a molecular structure, C38H43N4O4PdSSb2.

Summary:
HOMO   -3.91 eV
Total charge   -1
LUMO   2.263 eV
HOMO-LUMO gap   6.2 eV

Each line ends with the Mulliken charge.
Positions of all 93 atoms, in Å:
1 Pd 0.18242 0.37374 0.20841  1.478
2 C 4.06721 -0.93766 0.84321  -1.213
3 C 2.87524 -1.81601 0.99012  -0.467
4 N 1.72195 -1.61075 0.39704  0.630
5 C 0.90565 -2.65611 0.74674  0.325
6 C 1.59243 -3.51446 1.56689  -0.014
7 N 2.84544 -2.96366 1.70849  0.051
8 C 1.29306 -4.79580 2.24826  0.563
9 O 0.09675 -5.27828 2.06557  -0.609
10 O 2.15545 -5.32329 2.93133  -0.699
11 C -0.52733 -2.72169 0.27567  0.589
12 O -1.14945 -3.79051 0.54750  -0.892
13 O -0.96756 -1.73817 -0.33801  -0.614
14 H 3.73523 0.00779 0.41414  -0.048
15 H 4.80639 -1.38568 0.17447  0.369
16 H 4.54667 -0.73597 1.80116  0.410
17 H 3.56461 -3.38779 2.27168  0.232
18 H -0.47116 -4.61332 1.46230  0.429
19 C 0.59031 4.15417 1.41039  -1.630
20 C -0.60608 4.56090 0.54995  -0.112
21 C -0.66031 3.79584 -0.77541  -1.096
22 Sb -1.84384 1.98372 -0.95784  0.468
23 C -2.99664 2.02657 0.85326  0.344
24 C -3.03508 0.86240 1.61513  -0.633
25 C -3.78176 0.80583 2.78352  -0.610
26 C -4.48781 1.91818 3.21407  -0.401
27 C -4.46746 3.08076 2.45551  -0.778
28 C -3.73755 3.12583 1.27598  -0.315
29 C -3.50114 3.01582 -2.00863  0.253
30 C -4.46323 2.19641 -2.59542  -0.677
31 C -5.56976 2.72130 -3.24618  -0.548
32 C -5.73578 4.09647 -3.33343  -0.387
33 C -4.78800 4.93072 -2.76154  -0.762
34 C -3.68705 4.39092 -2.10833  0.054
35 Sb 0.55120 2.07293 1.94021  0.029
36 C 2.41055 2.03607 3.02713  0.796
37 C 3.27515 3.11973 3.12627  -0.438
38 C 4.46404 3.02108 3.83796  -0.589
39 C 4.79912 1.83558 4.47351  -0.527
40 C 3.94298 0.74670 4.38509  -0.658
41 C 2.76606 0.84763 3.65907  -0.658
42 C -0.64048 2.22862 3.72361  0.950
43 C -1.20780 3.40906 4.18623  -0.360
44 C -1.92696 3.43522 5.37390  -0.667
45 C -2.07673 2.27924 6.12337  -0.513
46 C -1.52186 1.09179 5.66874  -0.645
47 C -0.82202 1.06918 4.47262  -0.408
48 H 0.66802 4.75687 2.31784  0.719
49 H 1.51189 4.30181 0.83819  0.554
50 H -0.53754 5.63649 0.34574  0.542
51 H -1.52759 4.42612 1.12475  -0.121
52 H 0.34605 3.46759 -1.05254  0.249
53 H -0.99976 4.44086 -1.58830  0.495
54 H -2.47255 -0.01009 1.29072  0.508
55 H -3.80145 -0.10920 3.36259  0.414
56 H -5.05300 1.88059 4.13721  0.381
57 H -5.02433 3.95200 2.77974  0.374
58 H -3.76414 4.02899 0.67588  0.410
59 H -4.35287 1.11729 -2.54385  0.314
60 H -6.30202 2.05651 -3.68823  0.370
61 H -6.59584 4.51278 -3.84255  0.351
62 H -4.90576 6.00662 -2.82018  0.360
63 H -2.97034 5.07556 -1.66502  0.190
64 H 3.02926 4.06028 2.64889  0.268
65 H 5.12606 3.87651 3.90166  0.397
66 H 5.72257 1.75902 5.03326  0.375
67 H 4.19294 -0.18486 4.87913  0.418
68 H 2.11749 -0.02021 3.58193  0.244
69 H -1.10786 4.32652 3.61853  0.117
70 H -2.37188 4.36340 5.71198  0.405
71 H -2.63274 2.30037 7.05231  0.362
72 H -1.64577 0.17797 6.23670  0.412
73 H -0.42450 0.12533 4.11062  0.251
74 C 4.40504 1.89995 -2.82765  -0.950
75 N 4.02964 0.58279 -3.30926  0.128
76 C 4.31282 0.42674 -4.72955  -1.139
77 C 2.80903 0.06561 -2.87159  -0.119
78 S 1.67494 0.96475 -2.06755  -0.126
79 N 2.64449 -1.25377 -3.12786  0.299
80 C 3.75768 -2.15184 -3.33452  -1.322
81 C 1.36218 -1.91644 -2.93462  -1.214
82 H 5.45662 2.06088 -3.07338  0.342
83 H 4.27271 1.95386 -1.75050  0.244
84 H 3.80043 2.69287 -3.28115  0.339
85 H 3.82058 1.21916 -5.30812  0.337
86 H 3.95570 -0.53284 -5.09384  0.382
87 H 5.38859 0.48646 -4.90089  0.331
88 H 4.69596 -1.63588 -3.14103  0.426
89 H 3.77489 -2.55399 -4.35350  0.344
90 H 3.65925 -2.99312 -2.64393  0.383
91 H 0.56506 -1.18336 -2.87199  0.396
92 H 1.35909 -2.48763 -2.00496  0.215
93 H 1.18977 -2.59221 -3.77617  0.347


E_tot values, unit Eh, following the record order: -5619.1141; -3000.4816.